Entry 1:
{
  "formula": "C40H37N5O2P2Rb",
  "method": "ωB97M-V/def2-TZVPD",
  "symbols": ["Rb", "C", "P", "C", "C", "C", "C", "C", "C", "C", "C", "C", "C", "C", "C", "C", "C", "C", "C", "C", "P", "C", "C", "C", "C", "C", "C", "C", "C", "C", "C", "C", "C", "N", "H", "H", "H", "H", "H", "H", "H", "H", "H", "H", "H", "H", "H", "H", "H", "H", "H", "H", "H", "H", "H", "H", "H", "H", "H", "H", "O", "N", "N", "O", "C", "C", "C", "C", "C", "C", "H", "H", "H", "H", "H", "C", "N", "C", "C", "N", "C", "H", "H", "H", "H", "H", "H"],
  "positions_angstrom": [[-0.93251, -0.95750, 0.96420], [-3.17526, 2.82838, 0.95028], [-1.44919, 2.70911, 1.60889], [-1.47148, 3.96441, 2.95296], [-2.63591, 4.45568, 3.53540], [-2.58178, 5.34896, 4.60187], [-1.36130, 5.77067, 5.09988], [-0.18843, 5.28513, 4.53016], [-0.24569, 4.38827, 3.47853], [-0.56716, 3.66728, 0.31297], [-0.76973, 5.03635, 0.13463], [-0.12664, 5.72241, -0.88294], [0.73186, 5.04591, -1.74260], [0.93838, 3.68572, -1.57700], [0.29095, 3.00169, -0.55416], [-3.23949, 2.13898, -0.37820], [-3.85544, 2.56508, -1.54901], [-3.62112, 1.54086, -2.49635], [-2.84606, 0.59130, -1.84387], [-2.22109, -0.64915, -2.40204], [-0.36129, -0.49828, -2.45258], [-0.11462, 0.52405, -3.95417], [-0.59106, 1.83888, -3.92039], [-0.40001, 2.68530, -5.00179], [0.28760, 2.24553, -6.12528], [0.78057, 0.94917, -6.16118], [0.57769, 0.09448, -5.08528], [0.12474, -2.17619, -3.01054], [1.14115, -2.82584, -2.31442], [1.53210, -4.11301, -2.66447], [0.90159, -4.76729, -3.71078], [-0.12008, -4.13349, -4.40900], [-0.50204, -2.84779, -4.06175], [-2.61256, 0.94856, -0.54955], [-3.84100, 2.36045, 1.68587], [-3.46559, 3.87856, 0.85517], [-3.60213, 4.14615, 3.15863], [-3.50262, 5.71786, 5.03759], [-1.32070, 6.47063, 5.92523], [0.77423, 5.60474, 4.91058], [0.67511, 4.01095, 3.04713], [-1.43836, 5.57089, 0.80021], [-0.29860, 6.78465, -1.00965], [1.23253, 5.57814, -2.54245], [1.58706, 3.14408, -2.25400], [0.43833, 1.92988, -0.46238], [-4.41143, 3.48209, -1.68829], [-3.93697, 1.51106, -3.53057], [-2.41453, -1.51278, -1.75572], [-2.62400, -0.88026, -3.38975], [-1.12452, 2.19716, -3.04846], [-0.78623, 3.69655, -4.95700], [0.44134, 2.91081, -6.96648], [1.32323, 0.59700, -7.03040], [0.96515, -0.91628, -5.12706], [1.60710, -2.33244, -1.46790], [2.31795, -4.60762, -2.10725], [1.19952, -5.77374, -3.97904], [-0.62107, -4.64485, -5.22215], [-1.29780, -2.36037, -4.61266], [-0.92491, -3.74677, 0.49328], [0.05418, -4.51619, 0.48843], [1.18933, -3.96705, 0.82014], [1.33628, -2.70184, 1.13884], [2.33215, -4.80594, 0.80282], [2.25255, -6.16467, 0.48754], [3.40506, -6.92952, 0.47679], [4.64240, -6.36550, 0.77267], [4.71080, -5.01635, 1.08048], [3.56384, -4.23329, 1.09795], [1.29358, -6.59792, 0.24868], [3.33562, -7.98189, 0.22947], [5.53913, -6.97173, 0.75750], [5.66601, -4.55769, 1.30557], [3.59127, -3.17714, 1.32163], [1.90365, -3.07925, 5.51895], [0.91074, -2.07181, 5.21825], [0.18644, -1.31880, 6.11088], [-0.63039, -0.53214, 5.35085], [-0.42478, -0.78501, 4.01865], [0.50446, -1.71340, 3.97679], [2.71737, -2.65581, 6.10799], [2.30649, -3.45706, 4.58160], [1.45793, -3.90882, 6.06822], [0.31979, -1.41045, 7.17513], [-1.34571, 0.20165, 5.68438], [0.91402, -2.16244, 3.07495]],
  "charge": -1,
  "gap_ev": 5.98,
  "e_homo_ha": -0.139,
  "e_above_lowest_kj_mol": 7.6
}

---

Entry 2:
{
  "formula": "C40H38As2N6ORuSSb",
  "method": "ωB97M-V/def2-TZVPD",
  "symbols": ["Ru", "N", "C", "S", "N", "N", "C", "C", "C", "C", "C", "C", "C", "O", "H", "H", "H", "H", "H", "H", "H", "C", "As", "C", "C", "C", "C", "C", "C", "C", "As", "C", "C", "H", "H", "H", "H", "H", "H", "H", "H", "H", "H", "H", "H", "H", "H", "H", "H", "N", "C", "C", "C", "N", "C", "N", "C", "C", "C", "C", "C", "C", "Sb", "C", "C", "C", "C", "C", "C", "C", "C", "C", "C", "C", "C", "H", "H", "H", "H", "H", "H", "H", "H", "H", "H", "H", "H", "H", "H", "H"],
  "positions_angstrom": [[-0.86742, 0.84334, -0.24332], [0.60407, 0.74992, -4.36560], [0.11506, 0.60497, -3.10902], [0.31589, 1.90181, -1.98181], [-0.51092, -0.53086, -2.83037], [-0.85148, -0.67006, -1.55961], [-1.74979, -1.81564, -1.29060], [-1.80923, -2.04156, 0.22244], [-1.39515, -3.22264, 0.83414], [-1.52837, -3.41280, 2.20328], [-2.08600, -2.40123, 2.97695], [-2.46447, -1.20284, 2.39754], [-2.33460, -0.98933, 1.01672], [-2.72057, 0.14576, 0.45652], [0.93510, 1.65267, -4.65199], [0.33863, 0.07829, -5.06555], [-2.74968, -1.49586, -1.60728], [-0.99758, -4.02849, 0.22633], [-1.21006, -4.34024, 2.66186], [-2.21972, -2.55126, 4.04009], [-2.88081, -0.39689, 2.99175], [-2.72059, 3.34710, 1.93893], [-1.07698, 2.94796, 0.97933], [0.20522, 3.63888, 2.25776], [-1.12698, 4.35361, -0.38171], [-0.29907, 5.46908, -0.31529], [-0.29926, 6.41232, -1.33564], [-1.12262, 6.23708, -2.43693], [-1.94168, 5.11844, -2.51324], [-1.94881, 4.16811, -1.50007], [-3.10409, 2.57824, -1.55603], [-4.76625, 3.62397, -1.65566], [-3.03611, 2.05875, -3.45047], [-2.78164, 4.42080, 2.10897], [-2.71757, 2.82840, 2.89694], [-3.57452, 3.00778, 1.35778], [-0.07191, 4.64663, 2.56122], [1.20976, 3.63741, 1.83779], [0.20165, 2.99780, 3.13778], [0.36257, 5.60498, 0.53086], [0.34894, 7.27713, -1.27022], [-1.11368, 6.95944, -3.24371], [-2.56802, 4.97523, -3.38763], [-4.75683, 4.24931, -2.54765], [-4.85724, 4.25394, -0.77242], [-5.61852, 2.94690, -1.69801], [-2.34221, 2.68425, -4.01100], [-4.03235, 2.13984, -3.88333], [-2.70651, 1.02320, -3.51890], [0.51817, 0.15516, 1.46508], [0.58332, 0.03710, 2.63762], [0.79367, -0.11111, 3.97758], [0.48112, -1.31872, 4.66798], [0.22721, -2.29204, 5.22802], [1.37981, 0.98361, 4.68478], [1.83934, 1.88810, 5.23076], [3.67231, -4.43751, 3.79954], [3.75247, -3.05254, 3.88977], [3.21826, -2.26122, 2.88635], [2.59328, -2.85848, 1.78736], [2.50118, -4.24977, 1.71023], [3.05289, -5.03676, 2.71095], [1.71280, -1.73432, 0.24672], [-1.42265, -3.10428, -2.02513], [-2.43275, -4.05877, -2.10939], [-2.18052, -5.32715, -2.60973], [-0.89678, -5.67430, -3.00924], [0.10581, -4.71629, -2.97585], [-0.16301, -3.43175, -2.51570], [3.40622, -0.50030, -0.03472], [4.67545, -1.08566, -0.03064], [5.78481, -0.34494, -0.41588], [5.63265, 0.97449, -0.81754], [4.37643, 1.56795, -0.80506], [3.26663, 0.83686, -0.40961], [4.09447, -5.05199, 4.58390], [4.23021, -2.59025, 4.74393], [3.28686, -1.18158, 2.95765], [2.00418, -4.72153, 0.86772], [2.99270, -6.11540, 2.64488], [-3.42197, -3.80834, -1.74176], [-2.98529, -6.04842, -2.67905], [-0.68695, -6.68065, -3.34903], [1.10740, -4.96824, -3.30412], [0.61459, -2.68314, -2.54973], [4.79857, -2.11997, 0.27110], [6.76504, -0.80433, -0.41393], [6.49639, 1.54092, -1.14210], [4.25494, 2.59743, -1.11804], [2.29311, 1.30448, -0.38756]],
  "charge": 0,
  "gap_ev": [5.43, 5.41],
  "e_homo_ha": [-0.261, -0.261],
  "spin_multiplicity": 2,
  "e_above_lowest_kj_mol": 337.7
}

---

| no. | calculated total energy (Ha) | F_max (eV/Å) |
| --- | --- | --- |
| 1 | -2677.5272 | 0.2 |
| 2 | -7155.5855 | 1.4 |